{
  "formula": "C25H27N3O5S",
  "method": "wB97M-V/def2-TZVPD",
  "de_lowest_kcal_mol": 7.9,
  "fmax_ev_per_a": 0.92,
  "smiles": "CCc1ccc(NC(=O)CSc2nc3cc(C(=O)OC)ccc3c(=O)n2C[C@H]2CCCO2)cc1",
  "lumo_energy_ev": -0.120,
  "orbital_gap_ev": 8.10,
  "total_energy_ev": -51908.249,
  "species": ["C", "C", "C", "C", "C", "C", "N", "C", "O", "C", "S", "C", "N", "C", "C", "C", "C", "O", "O", "C", "C", "C", "C", "C", "O", "N", "C", "C", "C", "C", "C", "O", "C", "C", "H", "H", "H", "H", "H", "H", "H", "H", "H", "H", "H", "H", "H", "H", "H", "H", "H", "H", "H", "H", "H", "H", "H", "H", "H", "H", "H"],
  "xyz": [[3.1240, 3.5312, -3.8868], [4.0285, 2.3004, -3.9682], [3.7511, 1.3818, -2.8133], [2.8825, 0.3075, -2.9436], [2.5841, -0.5132, -1.8719], [3.1516, -0.2565, -0.6302], [2.8559, -1.0096, 0.5174], [2.0007, -2.0532, 0.6309], [1.5092, -2.6674, -0.2877], [1.7296, -2.4470, 2.0869], [-0.0230, -2.9015, 2.2414], [-0.6996, -1.5506, 1.3546], [0.0750, -0.5365, 1.1797], [-0.3540, 0.4855, 0.3851], [0.4785, 1.5854, 0.1603], [0.0652, 2.6047, -0.6770], [0.9783, 3.7625, -0.8647], [2.0867, 3.8342, -0.3933], [0.4153, 4.7300, -1.5999], [1.1634, 5.9167, -1.8216], [-1.1854, 2.5464, -1.3082], [-2.0176, 1.4771, -1.0794], [-1.6179, 0.4432, -0.2290], [-2.5093, -0.6788, 0.0402], [-3.6359, -0.7923, -0.3971], [-1.9683, -1.6642, 0.8809], [-2.7905, -2.8132, 1.1866], [-3.4090, -2.7499, 2.6023], [-4.3246, -1.5378, 2.7907], [-5.6307, -2.0348, 2.1707], [-5.5658, -3.5528, 2.4032], [-4.2381, -3.8702, 2.8076], [4.0255, 0.8186, -0.4890], [4.3201, 1.6240, -1.5690], [3.3353, 4.2182, -4.7038], [3.2864, 4.0443, -2.9422], [2.0784, 3.2332, -3.9406], [5.0721, 2.6215, -3.9439], [3.8522, 1.7795, -4.9112], [2.4279, 0.1033, -3.9025], [1.9101, -1.3439, -1.9927], [3.2125, -0.6064, 1.3725], [1.9489, -1.6466, 2.7910], [2.2836, -3.3492, 2.3475], [1.4431, 1.6437, 0.6370], [2.0650, 5.9100, -1.2062], [1.4328, 5.9712, -2.8772], [0.5301, 6.7630, -1.5564], [-1.4854, 3.3476, -1.9638], [-2.9908, 1.4093, -1.5418], [-2.1915, -3.7242, 1.1070], [-3.5907, -2.8371, 0.4440], [-2.6066, -2.7993, 3.3463], [-4.4514, -1.3434, 3.8562], [-3.9470, -0.6389, 2.3100], [-5.6484, -1.8015, 1.1067], [-6.5065, -1.5903, 2.6372], [-6.2325, -3.8756, 3.2089], [-5.8190, -4.1162, 1.4981], [4.4679, 1.0287, 0.4752], [4.9949, 2.4573, -1.4416]],
  "forces_ev_per_angstrom": [[0.2, -0.1, -0.1], [-0.2, 0.1, 0.1], [0.1, -0.1, -0.2], [0.2, 0.2, 0.1], [-0.2, -0.2, 0.0], [0.1, 0.0, -0.3], [0.5, 0.2, 0.1], [0.3, -0.2, 0.4], [0.0, 0.0, -0.2], [-0.6, 0.0, -0.1], [0.2, -0.4, 0.2], [0.7, 0.5, 0.2], [-0.1, -0.3, 0.5], [-0.7, 0.2, -0.4], [-0.1, 0.3, -0.2], [-0.1, -0.4, 0.2], [0.4, 0.1, 0.2], [-0.1, 0.0, 0.0], [-0.3, -0.2, -0.1], [0.4, 0.3, 0.1], [0.0, 0.0, 0.0], [-0.1, -0.1, 0.0], [0.5, 0.3, 0.0], [0.0, 0.0, 0.0], [-0.1, 0.1, -0.1], [-0.1, 0.2, -0.2], [-0.5, -0.6, 0.3], [0.3, 0.4, -0.1], [0.1, -0.2, 0.0], [0.1, -0.1, 0.0], [-0.4, 0.0, 0.0], [0.2, -0.2, 0.0], [0.0, -0.1, 0.0], [-0.1, -0.1, 0.0], [0.0, 0.1, -0.1], [0.0, 0.1, 0.1], [-0.1, 0.0, 0.0], [0.0, -0.1, -0.1], [0.1, 0.0, 0.0], [0.0, 0.0, -0.1], [0.0, 0.0, 0.0], [-0.2, -0.1, -0.1], [0.1, 0.0, -0.1], [0.0, 0.0, 0.0], [0.1, 0.0, 0.0], [-0.1, 0.1, -0.1], [0.0, 0.0, 0.1], [0.0, -0.1, 0.0], [0.0, 0.0, 0.0], [-0.1, 0.0, 0.0], [-0.1, 0.1, -0.1], [0.2, -0.1, 0.1], [-0.1, 0.1, 0.0], [0.1, 0.0, 0.0], [0.0, 0.1, 0.0], [0.0, 0.0, 0.0], [0.0, 0.0, 0.0], [0.0, 0.0, -0.1], [0.0, 0.0, 0.1], [0.1, 0.0, 0.1], [0.1, 0.1, 0.0]],
  "lowdin_charge": [-0.0948, -0.2078, -0.2525, -0.0240, -0.0044, -0.2359, 0.1275, -0.5677, 0.0543, -0.3417, 1.0490, -0.5484, 0.1036, -0.1770, 0.0714, -0.0986, -0.4511, 0.1026, -0.0424, -0.0401, 0.0021, 0.0137, -0.0495, -0.3532, 0.0856, 0.0290, -0.1017, -0.3256, -0.1106, -0.1425, -0.1789, -0.0965, -0.0285, -0.0399, 0.0714, 0.0619, 0.0795, 0.1107, 0.1083, 0.1152, 0.1023, 0.1416, 0.0773, 0.0882, 0.1213, 0.0905, 0.0905, 0.0949, 0.1165, 0.1218, 0.1133, 0.1333, 0.1256, 0.1206, 0.1090, 0.1014, 0.1096, 0.1179, 0.1187, 0.1138, 0.1194]
}